Entry 1:
DFT (ωB97M-V/def2-TZVPD) results for a cluster of 17 separate species, C34H103O23P2 in total at a distorted geometry.

Atoms and positions in Å:
C 5.987 1.355 2.619
C 5.415 1.824 1.274
C 4.333 0.928 0.660
C 4.645 -0.567 0.680
C 3.418 -1.486 0.764
C 2.361 -1.153 1.828
C 0.931 -1.385 1.324
C 0.613 -0.571 0.075
C -0.840 -0.614 -0.405
O -1.762 -0.824 0.634
C -1.978 0.251 1.541
C -3.423 0.729 1.513
C -3.697 1.898 0.582
C -3.376 3.267 1.172
O -1.081 0.592 -1.083
P -1.886 0.401 -2.610
C -0.479 1.323 -3.554
P 0.600 2.330 -2.601
O 1.762 1.694 -1.950
O -0.291 3.211 -1.629
O 1.188 3.438 -3.640
O -1.084 -1.140 -2.717
C -1.031 -1.746 -1.462
C -2.191 -2.707 -1.215
C -1.824 -3.875 -0.318
C -2.926 -4.673 0.258
O -1.940 -3.740 1.039
H 5.944 2.128 3.377
H 7.020 1.043 2.494
H 5.459 0.496 3.020
H 6.235 1.901 0.574
H 4.993 2.814 1.411
H 4.220 1.232 -0.375
H 3.374 1.144 1.112
H 5.351 -0.826 1.464
H 5.145 -0.812 -0.256
H 3.791 -2.490 0.970
H 2.958 -1.555 -0.206
H 2.513 -1.782 2.704
H 2.452 -0.129 2.175
H 0.238 -1.130 2.122
H 0.805 -2.445 1.106
H 1.192 -0.970 -0.743
H 0.936 0.460 0.167
H -1.295 1.071 1.337
H -1.746 -0.120 2.540
H -4.057 -0.110 1.246
H -3.699 1.025 2.526
H -4.751 1.887 0.312
H -3.159 1.754 -0.338
H -2.323 3.513 1.058
H -3.644 3.294 2.224
H -3.945 4.034 0.666
H -2.534 0.165 -3.872
H -2.556 1.687 -2.431
H -3.003 -0.221 -1.918
H -0.977 1.968 -4.272
H 0.135 0.631 -4.121
H -1.231 2.998 -1.742
H 2.135 3.468 -3.466
H -0.138 -2.373 -1.473
H -2.456 -3.143 -2.175
H -3.039 -2.197 -0.778
H -0.962 -4.445 -0.655
H -2.650 -5.575 0.777
H -3.833 -4.146 0.483
C -6.570 -4.071 -0.732
O -5.615 -3.026 -0.860
H -6.889 -4.088 0.308
H -7.438 -3.888 -1.370
H -6.137 -5.045 -0.984
H -5.322 -2.993 -1.775
C -8.389 -1.652 -3.480
O -9.194 -2.661 -2.866
H -7.710 -2.160 -4.157
H -8.994 -0.946 -4.055
H -7.795 -1.100 -2.749
H -9.797 -2.229 -2.257
C 4.663 3.595 5.626
O 3.966 3.547 4.383
H 4.681 2.586 6.019
H 5.691 3.946 5.484
H 4.160 4.242 6.350
H 3.953 4.431 4.010
C 2.503 0.194 7.341
O 2.751 1.581 7.144
H 3.277 -0.175 8.010
H 1.526 0.016 7.799
H 2.555 -0.362 6.401
H 2.071 1.911 6.547
C -1.783 4.810 -4.814
O -2.578 3.932 -4.017
H -0.992 4.206 -5.250
H -2.369 5.269 -5.615
H -1.319 5.590 -4.206
H -3.279 4.440 -3.598
C -0.198 -7.346 2.508
O -0.528 -7.515 1.129
H -0.290 -8.313 2.995
H 0.828 -6.988 2.625
H -0.876 -6.640 2.987
H -0.444 -6.633 0.754
C 0.121 2.798 8.808
O -0.566 2.713 7.567
H 0.169 1.786 9.202
H 1.141 3.166 8.673
H -0.404 3.430 9.530
H -0.625 3.587 7.176
C 8.795 4.079 0.794
O 8.213 3.090 -0.053
H 8.052 4.323 1.549
H 9.692 3.695 1.291
H 9.043 4.984 0.246
H 8.852 2.863 -0.733
C 3.465 -2.627 -3.413
O 2.436 -2.491 -2.449
H 4.388 -2.810 -2.866
H 3.286 -3.470 -4.089
H 3.586 -1.717 -4.008
H 1.608 -2.312 -2.908
C -3.517 1.355 -6.404
O -4.325 2.323 -5.755
H -4.139 0.851 -7.148
H -2.668 1.817 -6.919
H -3.134 0.623 -5.688
H -3.774 2.754 -5.083
C 0.691 -4.482 4.413
O -0.002 -5.493 5.153
H 1.465 -4.979 3.835
H 0.027 -3.949 3.729
H 1.163 -3.760 5.084
H -0.693 -5.069 5.666
C -0.685 -11.092 2.056
O -1.004 -11.212 0.677
H -0.781 -12.079 2.502
H 0.340 -10.737 2.192
H -1.374 -10.407 2.556
H -0.924 -10.335 0.289
C 8.978 8.396 0.085
O 8.317 7.306 0.715
H 9.685 7.968 -0.621
H 8.282 9.034 -0.464
H 9.532 9.008 0.803
H 7.683 7.662 1.343
C -5.529 -2.203 -6.273
O -5.371 -1.347 -5.156
H -5.877 -3.164 -5.899
H -6.268 -1.823 -6.988
H -4.583 -2.368 -6.800
H -5.050 -0.503 -5.493
C -5.900 6.827 1.060
O -5.022 6.144 0.177
H -6.461 6.065 1.596
H -5.355 7.435 1.788
H -6.606 7.468 0.523
H -4.511 6.798 -0.306
C 2.380 -0.171 -7.052
O 1.515 0.809 -6.507
H 1.811 -0.713 -7.804
H 3.258 0.273 -7.533
H 2.720 -0.882 -6.293
H 1.988 1.299 -5.828

Cartesian forces (eV/Å) of the 6 atoms listed first:
-0.020 -0.101 -0.129
-0.098 -0.383 0.269
0.306 0.103 -0.108
-0.294 -0.002 -0.194
0.265 -0.096 0.477
-0.124 -0.299 -0.283

HOMO-LUMO gap: 6.74 eV
Charge: -1
2S+1: 1
Total energy: -102593.114 eV
E_LUMO: 1.80 eV

***

Entry 2:
DFT (ωB97M-V/def2-TZVPD) results for an isolated molecule of C6H15N at a distorted geometry.

Atoms and positions in Å:
C -1.141 0.486 -2.352
N -1.121 -0.505 -1.242
C 0.029 -0.811 -0.113
C 0.829 0.539 0.162
C 1.955 0.003 1.148
C -0.247 1.548 0.711
C -0.560 -1.532 1.176
H -2.154 0.775 -2.507
H -0.734 1.322 -1.929
H -0.523 0.307 -3.357
H -1.400 -1.382 -1.638
H 0.820 -1.403 -0.594
H 1.378 1.135 -0.670
H 1.268 -0.274 1.919
H 2.617 0.681 1.534
H 2.561 -0.869 0.533
H -1.198 1.419 0.313
H -0.367 1.427 1.850
H 0.114 2.629 0.581
H -0.941 -2.529 0.815
H -1.285 -0.996 1.709
H 0.101 -1.970 1.949

Cartesian forces (eV/Å) of the 6 atoms listed first:
1.905 -1.979 -0.432
0.713 -1.101 1.394
0.204 2.031 -2.664
-0.100 0.511 0.112
-1.683 -1.896 -3.235
3.346 1.317 2.942

HOMO-LUMO gap: 9.52 eV
Charge: 0
2S+1: 1
Total energy: -7952.472 eV
E_LUMO: 1.08 eV

***

Q: What is the formula in the first record?
A: C34H103O23P2